Record 1
Computed, not measured: a 2-piece molecular cluster, C2H3FS2 overall at a distorted geometry, with ωB97M-V/def2-TZVPD.

- Maximum force: 3.603 eV Å⁻¹
- Energy: -974.09397 hartree
- Relative energy (zero: lowest compared OMol25 entry of this formula, charge and spin): 328.8 kJ/mol
- E_HOMO: -9.53 eV
- LUMO: -0.8 eV

Cartesian coordinates (Å):
S1 3.6137 0.0540 0.6100
S2 3.6134 -1.5870 -0.2892
F1 3.0088 1.1918 -0.6468
C1 0.0444 -0.1441 -0.4267
C2 -0.6908 0.1672 0.4487
H1 2.3629 0.1298 1.2370
H2 -1.1428 -0.0509 1.3914
H3 0.4658 0.2048 -1.3086

Force components x, y, z for each atom (eV/Å):
S -1.6 1.6 -1.3
S 0.2 -0.7 0.0
F 0.7 -0.9 1.6
C 0.6 1.0 -1.8
C -1.3 -1.2 3.2
H 0.7 0.0 -0.5
H -0.4 0.6 0.0
H 1.1 -0.4 -1.3

---

Record 2
Computed, not measured: an isolated ion of composition C10H12N3O2 and charge -1 at a distorted geometry, with ωB97M-V/def2-TZVPD.

- Maximum force: 4.531 eV Å⁻¹
- Energy: -702.98136 hartree
- Charge: -1
- Relative energy (zero: lowest compared OMol25 entry of this formula, charge and spin): 232.6 kJ/mol
- E_HOMO (alpha / beta): -2.40 / -2.40 eV
- LUMO (alpha / beta): 3.5 / 3.5 eV

Cartesian coordinates (Å):
O1 -3.5138 -2.2025 -0.1345
O2 -0.1466 2.5663 -0.0950
N1 -3.3034 1.8726 0.0917
N2 -2.3199 -0.2773 0.1094
N3 -0.7138 1.4517 -0.4169
C1 -3.5151 -0.9760 -0.0327
C2 -1.0296 -0.9156 -0.0188
C3 0.0245 0.1996 -0.1000
C4 0.8876 0.3576 1.1720
C5 -4.4848 1.2502 0.0506
C6 -4.6534 -0.1106 -0.0196
C7 1.0456 -0.0419 -1.2371
C8 2.3825 0.4199 -0.6702
C9 -2.2633 1.0814 0.1318
C10 2.3043 -0.0497 0.7782
H1 3.0658 0.4058 1.4139
H2 0.7531 0.5090 -2.1301
H3 2.4163 -1.1373 0.8252
H4 0.4996 -0.2014 2.0232
H5 -5.3474 1.9105 0.0645
H6 2.4185 1.5088 -0.6939
H7 -5.6315 -0.5595 -0.0917
H8 1.0894 -1.1072 -1.4779
H9 0.8682 1.4301 1.4001
H10 -0.8605 -1.5869 0.8319
H11 -1.0429 -1.5313 -0.9254
H12 3.2386 0.0151 -1.2144

Force components x, y, z for each atom (eV/Å):
O 0.0 0.0 0.0
O 0.5 0.7 0.2
N 0.9 0.4 0.3
N -0.5 0.5 0.1
N -4.3 -1.3 0.8
C 0.2 -0.2 0.1
C 0.3 -0.3 -0.2
C 0.2 -0.1 0.3
C -0.1 0.1 0.1
C -0.4 -0.7 0.0
C -0.3 0.5 0.0
C 0.1 0.2 0.1
C 0.1 -0.2 -0.1
C 3.5 0.6 -1.7
C 0.0 0.1 0.1
H 0.1 -0.1 0.1
H -0.1 0.0 0.0
H 0.1 -0.1 0.0
H -0.1 -0.1 0.0
H -0.1 -0.1 0.0
H 0.0 0.1 0.0
H -0.1 0.0 0.0
H 0.0 -0.1 0.0
H 0.0 -0.1 0.0
H 0.0 0.1 -0.2
H 0.0 0.1 0.1
H 0.1 0.0 0.0